ORCA calculation (ωB97M-V/def2-TZVPD) on a molecular structure, C39H100N4O13.

The geometry in XYZ format:
```
156
Properties=species:S:1:pos:R:3:forces:R:3:lowdin_charge:R:1
C 0.94431 -0.63706 -1.06672 11.9 -4.3 -7.1 -0.292
O 2.09545 0.06420 -1.53818 0.4 -3.6 3.1 -0.250
C 3.32905 -0.57810 -1.20640 -0.7 -0.8 -2.0 -0.117
C 3.43129 -1.84326 -2.16606 0.8 -0.9 2.6 -0.112
N 4.66761 -2.65943 -1.79067 -1.5 0.6 -1.2 -0.060
C 4.97791 -3.59634 -2.85614 1.0 0.1 -0.5 -0.205
C 5.58648 -2.93967 -4.14185 -0.6 1.4 0.0 -0.185
O 6.82527 -2.18820 -3.97089 -1.5 -1.1 0.5 -0.189
C 7.88832 -3.04878 -3.66467 0.0 -0.6 -0.9 -0.135
H 0.75213 -1.51962 -1.67685 1.4 -0.9 0.7 0.122
H 0.08203 -0.02752 -1.33699 6.5 3.1 -7.5 0.036
H 0.92589 -0.85990 0.00010 6.3 -3.4 -4.1 0.028
H 3.32848 -0.79027 -0.13725 -0.2 -0.1 -1.4 0.069
H 4.12409 0.14386 -1.39292 0.2 0.1 -0.3 0.134
H 3.19230 -1.75742 -3.22607 1.0 1.2 -0.4 0.102
H 2.60122 -2.51185 -1.93787 -0.2 -0.1 0.7 0.100
H 5.43182 -2.02347 -1.61280 0.3 0.0 -0.5 0.077
H 4.07886 -4.17640 -3.06433 -0.2 0.3 -0.5 0.117
H 5.63429 -4.38921 -2.49751 0.4 0.2 0.2 0.100
H 4.92664 -2.16147 -4.52541 -0.3 0.2 0.5 0.105
H 5.58524 -3.58300 -5.02176 0.8 -0.7 0.2 0.115
H 8.79669 -2.45205 -3.74760 0.0 -0.3 0.5 0.094
H 7.90051 -3.83837 -4.41600 0.4 -0.1 -0.5 0.081
H 7.75659 -3.64786 -2.76364 0.2 0.6 0.7 0.075
C 7.47120 2.32095 1.15713 0.4 1.0 -0.8 -0.108
O 7.21202 1.05282 0.62369 -2.6 1.6 0.6 -0.187
C 8.08919 0.08987 1.00080 -0.6 -2.7 -0.8 -0.242
C 7.46340 -1.34025 0.80634 0.8 -0.3 0.2 -0.175
N 6.29943 -1.88814 1.54099 1.2 1.8 0.8 -0.039
C 5.07304 -1.32758 1.02490 -1.5 -1.0 -0.6 -0.223
C 3.85195 -1.68939 1.90572 0.4 0.3 0.7 -0.149
O 2.61029 -1.34478 1.31097 0.9 -0.2 -0.3 -0.183
C 1.56147 -1.16228 2.19155 0.9 -0.6 1.2 -0.152
H 6.78372 3.09648 0.81946 -0.6 -0.5 -0.5 0.085
H 8.41015 2.63482 0.70111 0.6 0.3 0.7 0.089
H 7.42475 2.43131 2.24054 0.5 -0.6 0.2 0.091
H 8.50479 0.14213 2.00710 -0.1 0.4 0.1 0.127
H 8.84871 0.09996 0.21906 0.9 -0.2 0.4 0.123
H 8.35714 -1.91273 1.05451 -0.2 -0.6 0.2 0.109
H 7.28058 -1.56493 -0.24447 0.2 0.6 -0.6 0.100
H 6.34889 -2.89125 1.43415 -0.4 0.0 0.0 0.109
H 4.89926 -1.67646 0.00696 0.1 -0.2 0.5 0.057
H 5.03248 -0.24316 0.92256 0.8 0.1 0.5 0.125
H 4.00730 -1.09307 2.80481 -0.2 0.0 0.4 0.124
H 3.73447 -2.72444 2.22661 0.6 -0.3 -0.2 0.129
H 1.60033 -1.83782 3.04609 0.2 -0.2 0.2 0.137
H 0.62413 -1.28887 1.64982 4.3 -0.1 2.6 -0.026
H 1.41385 -0.13206 2.51551 2.7 -3.1 -2.2 0.004
C -0.13275 -2.71326 -3.83314 -0.3 1.6 0.7 -0.060
O -0.82171 -1.43663 -3.82485 -1.3 -0.3 0.4 -0.147
C -0.58406 -0.57098 -2.66804 -2.2 -1.4 -3.3 -0.225
C -1.69248 0.50992 -2.52742 -5.5 -9.1 0.6 -0.272
N -2.98855 -0.20481 -2.27239 0.0 -0.1 -0.3 0.036
C -3.36452 -0.37640 -0.85401 -0.3 -1.0 -4.0 -0.167
C -4.24855 -1.59432 -0.65067 0.4 -0.2 -0.1 -0.088
O -3.45273 -2.84272 -0.78387 -5.3 -1.2 -1.5 -0.217
C -4.20440 -4.07031 -0.85209 -0.8 0.5 -1.6 -0.081
H -0.45680 -3.27279 -4.71064 0.4 0.4 -0.2 0.090
H -0.33978 -3.34746 -2.97115 -0.3 0.1 0.4 0.083
H 0.91866 -2.43457 -3.76260 0.4 -0.7 -0.6 0.069
H 0.43118 -0.20133 -2.81213 -0.8 -0.1 -1.2 0.113
H -0.60456 -1.10844 -1.71998 -2.7 -1.5 -2.4 0.096
H -1.75287 0.86916 -3.55475 -4.5 -1.9 0.2 0.129
H -1.48655 1.19841 -1.70786 -0.9 -2.8 -0.2 0.074
H -2.87549 -1.09328 -2.73922 -0.3 -0.3 -0.1 0.087
H -3.83364 0.55706 -0.54308 -0.3 -1.3 -0.4 0.089
H -2.53453 -0.50660 -0.15956 -0.8 -0.2 -3.0 0.015
H -5.10249 -1.72945 -1.31448 0.0 0.3 -0.3 0.127
H -4.60885 -1.46456 0.36984 0.2 -1.5 -0.3 0.083
H -4.95262 -4.00886 -1.64234 -0.2 0.2 0.0 0.101
H -4.68396 -4.35990 0.08293 -0.7 0.5 -0.4 0.089
H -3.58145 -4.92833 -1.10474 0.4 0.4 -0.1 0.104
C -8.26591 0.97745 -0.65476 0.0 -1.0 1.2 -0.082
O -8.68479 -0.30407 -0.21913 0.4 -1.0 -0.1 -0.202
C -7.72629 -1.04939 0.54384 -1.3 -0.3 0.6 -0.202
C -7.39038 -0.56708 1.98576 -0.4 0.6 -1.5 -0.172
N -6.47596 0.60658 2.00258 -0.7 -0.9 1.2 -0.038
C -5.07975 0.27260 1.75068 -0.9 0.3 -1.4 -0.183
C -4.18665 1.43498 1.42452 0.5 0.5 0.2 -0.188
O -4.48743 1.90988 0.11569 -2.7 -0.4 0.7 -0.178
C -3.50216 2.70774 -0.41118 -2.1 2.2 -1.6 -0.150
H -7.23633 0.88411 -1.00025 0.1 0.6 -0.4 0.093
H -8.32439 1.52080 0.28834 0.0 1.3 -0.6 0.081
H -8.98173 1.29867 -1.41141 0.3 0.2 0.1 0.096
H -6.79270 -1.27800 0.02978 0.0 0.3 -0.5 0.091
H -8.28356 -1.98019 0.64948 0.3 -0.3 0.1 0.118
H -7.05956 -1.50379 2.43434 0.5 0.4 0.7 0.113
H -8.31083 -0.19785 2.43804 -0.1 -0.5 0.2 0.114
H -6.91896 1.12425 1.25699 1.1 0.8 0.0 0.056
H -5.06779 -0.29132 0.81798 0.0 0.6 0.7 0.053
H -4.66652 -0.38841 2.51252 -0.1 0.3 0.4 0.138
H -3.14686 1.10832 1.40944 -1.8 -0.1 0.7 0.072
H -4.20464 2.25965 2.13704 -0.6 0.4 0.3 0.141
H -3.75998 3.07163 -1.40578 -0.7 0.1 0.0 0.126
H -2.53804 2.20380 -0.47911 -5.0 2.1 -1.2 -0.023
H -3.45657 3.54192 0.28895 0.2 0.5 -0.6 0.098
C 1.21610 1.44662 3.21916 -2.4 2.6 1.0 0.004
C 0.01882 2.28170 3.75882 1.0 1.4 2.0 -0.345
C 0.52426 3.65644 4.23756 4.3 -1.1 3.6 -0.085
O -0.89616 2.65530 2.78790 -1.9 -6.3 -1.2 -0.073
H 0.92603 0.40125 3.11349 -1.3 3.1 2.5 0.020
H 2.06039 1.61075 3.88874 0.0 -0.4 -0.1 0.110
H 1.40394 1.90574 2.24858 0.5 -0.4 -0.3 0.118
H -0.56598 1.72896 4.49406 0.5 -0.1 0.5 0.154
H 1.42289 3.51161 4.83722 0.5 -1.0 0.5 0.069
H 0.01197 4.27945 4.97071 -0.9 -0.3 -0.7 0.101
H 0.95219 4.27289 3.44701 0.1 -0.6 0.6 0.109
H -1.72880 2.95633 3.15897 0.0 -0.1 0.5 0.162
C -0.00259 -0.18576 0.33686 -10.6 4.6 9.9 -0.219
C -1.14989 0.47054 1.11013 0.5 0.6 1.6 -0.196
C -1.45154 1.92124 0.59706 4.0 -5.8 0.6 -0.125
O -2.33164 -0.35456 1.12088 2.4 1.3 5.4 -0.133
H 0.20341 -1.15370 0.79377 -3.3 1.2 -2.1 0.057
H 0.91007 0.40633 0.40454 -0.7 2.0 1.1 0.164
H -0.18906 -0.32672 -0.72778 -7.7 -1.3 9.3 -0.039
H -0.80062 0.52602 2.14116 -0.5 0.3 0.4 0.126
H -1.67972 1.82579 -0.46451 3.0 -1.7 1.3 0.048
H -0.52055 2.45686 0.41137 -0.2 -0.9 1.4 0.089
H -2.27236 2.36068 1.16383 1.6 -0.9 -0.4 0.053
H -2.17321 -1.28747 1.28267 0.7 1.4 -0.1 0.018
C -0.65840 2.15087 -2.84055 4.9 5.9 -2.0 -0.092
C 0.62289 2.05896 -1.99333 -1.7 1.6 -0.2 -0.362
C 1.85675 1.71036 -2.76370 0.7 2.1 -2.9 -0.050
O 0.70410 3.36811 -1.38657 0.6 -0.6 0.0 -0.045
H -1.60142 2.33183 -2.32473 1.2 2.4 -0.8 0.092
H -0.84471 1.21717 -3.37122 4.8 4.1 -0.6 0.023
H -0.58969 2.93532 -3.59421 0.7 0.5 -0.2 0.127
H 0.42590 1.29224 -1.24403 0.3 1.5 0.2 0.101
H 1.76281 0.80439 -3.36245 -0.2 0.5 -0.2 0.105
H 2.76312 1.54401 -2.18153 -0.2 1.4 -0.5 0.094
H 2.01050 2.50200 -3.49703 0.0 0.5 -0.1 0.097
H 1.46424 3.37771 -0.80030 0.4 0.1 0.1 0.100
C -1.23097 4.35316 0.57564 -0.2 3.4 0.2 -0.049
C -1.07129 5.38850 1.75850 0.6 0.3 -1.9 -0.445
C -2.30706 6.14931 2.05763 -1.2 0.0 0.0 -0.056
O -0.62499 4.68928 2.86094 -2.2 6.7 -1.3 -0.161
H -1.59420 4.77228 -0.36271 -0.3 0.7 0.1 0.112
H -1.96338 3.59794 0.86079 1.2 2.5 0.0 0.012
H -0.30178 3.92406 0.20069 -0.2 0.7 0.9 0.057
H -0.31839 6.14956 1.55342 0.4 0.1 -0.6 0.132
H -2.23237 6.71769 2.98471 0.2 0.0 0.0 0.083
H -3.11522 5.42770 2.17699 -0.4 0.1 0.1 0.075
H -2.56326 6.82122 1.23850 -0.1 0.1 0.0 0.084
H -0.55212 3.78913 2.53534 0.6 0.5 -0.6 -0.107
C -2.44809 -4.28762 1.18597 -1.2 -0.9 0.3 -0.018
C -1.91499 -2.88889 1.21204 1.6 -1.8 -1.0 -0.473
C -0.66233 -2.74760 1.95877 0.6 -1.4 2.3 -0.041
O -1.52123 -2.42479 -0.05633 3.8 0.3 1.3 -0.041
H -2.02837 -4.96406 0.44142 1.0 0.2 0.3 0.104
H -3.47282 -4.30343 0.81478 1.0 0.2 1.7 0.018
H -2.45978 -4.74364 2.17593 0.3 -0.1 0.0 0.100
H -2.58486 -2.27581 1.81496 -1.3 -0.7 -0.1 0.150
H -0.24029 -1.75082 2.08693 -3.0 -1.7 0.9 0.028
H 0.14708 -3.34340 1.53690 0.0 0.0 -0.3 0.134
H -0.79931 -3.11766 2.97483 0.0 -0.1 0.3 0.116
H -2.20812 -2.55302 -0.71461 0.1 -0.4 -0.2 -0.028
```
Positions in Å, forces in eV/Å.

Results
Kohn-Sham gap, eV: 7.0
E, eV: -74586.41070